This record from the OMol25 dataset describes a cluster of 2 separate species, C7H17N2OP in total at a distorted geometry. The level of theory is ωB97M-V with the def2-TZVPD basis set.

For the total energy, the calculation gives -21848.6934 eV. The relative energy (zero: lowest compared OMol25 entry of this formula, charge and spin) comes out at 48.01 kcal per mole. The HOMO energy (alpha / beta) comes out at -7.3 / -9.4 eV. As for the orbital gap (alpha / beta): 6.661 / 8.988 eV. The calculation puts the maximum force at 1.713 eV/Å.

```
! RIJCOSX wB97M-V def2-TZVPD def2/J DEFGRID3
* xyz 0 1
C 0.4701 2.1013 0.2368
C -0.4407 1.2908 -0.2850
C 1.9230 1.8425 0.3939
C -2.8063 0.7330 0.2994
C -0.6139 -2.8095 -0.0083
C 0.6445 -1.3242 1.4438
C -1.8820 1.6418 -0.5036
N 3.2386 -0.4660 -1.3966
N -0.2306 -1.4568 0.3044
O -0.9280 -0.7356 -2.1042
P -0.0763 -0.3711 -0.9695
H 0.1327 3.0730 0.5892
H 2.2320 0.9107 -0.0817
H 2.1958 1.8266 1.4512
H 2.4788 2.6637 -0.0596
H -2.5794 0.7990 1.3617
H -2.6861 -0.2996 -0.0228
H -3.8435 1.0225 0.1452
H -1.2299 -3.2044 0.8041
H -1.1943 -2.8061 -0.9288
H 0.2529 -3.4636 -0.1343
H 1.6063 -1.8180 1.2705
H 0.8203 -0.2706 1.6340
H 0.1689 -1.7759 2.3168
H -2.1079 1.5306 -1.5667
H -2.0453 2.6866 -0.2255
H 3.1888 0.1052 -2.2379
H 3.3112 -1.4258 -1.7264
*
```